Entry from the OMol25 dataset: C20H16F3NO6S in the gas phase (wB97M-V/def2-TZVPD).

Structure (XYZ):
```
47
Properties=species:S:1:pos:R:3:forces:R:3
C -2.121 -5.197 -1.538 -0.31 2.52 -3.52
C -1.440 -3.845 -1.308 1.41 0.29 1.67
C -2.184 -2.844 -0.702 -0.33 1.40 -0.36
C -1.772 -1.495 -0.406 0.51 -2.33 -1.17
N -2.789 -0.465 -0.306 -0.40 -0.66 0.10
C -2.485 0.938 -0.627 1.23 0.06 1.27
C -3.695 1.768 -0.996 0.01 -1.39 -0.98
C -4.883 0.946 -0.650 -1.75 0.04 1.00
S -4.508 -0.760 -0.389 -0.42 -3.41 -3.36
O -5.135 -1.250 0.823 1.22 0.70 -0.60
O -4.870 -1.588 -1.627 1.45 2.61 3.33
C -0.306 -1.386 -0.424 -2.70 1.24 -0.31
O 0.208 -0.183 -0.066 1.51 0.99 0.70
C 1.577 0.066 -0.085 2.09 1.28 0.17
C 2.017 1.418 0.638 -0.69 -0.76 -0.27
C 1.160 2.403 1.112 -0.81 0.72 1.22
C 1.612 3.500 1.900 0.48 -0.58 -0.44
C 2.981 3.729 2.144 -0.45 -0.06 -0.12
O 3.400 4.858 2.850 -0.13 -1.71 -0.56
C 3.876 2.730 1.690 -1.12 1.12 0.54
C 5.339 2.940 2.032 -0.19 -2.32 -2.79
F 5.570 3.360 3.257 0.40 -0.36 1.04
F 5.936 1.657 1.842 0.00 2.75 0.48
F 5.917 3.900 1.229 -0.25 -1.52 0.56
C 3.336 1.624 1.023 0.93 -0.34 -0.10
C 2.490 -0.806 -0.673 -1.19 2.11 -0.12
O 3.852 -0.451 -1.021 -2.84 -0.71 1.15
C 1.932 -2.141 -0.993 0.98 1.80 1.27
O 2.752 -2.988 -1.129 1.88 -2.91 -1.14
C 0.513 -2.401 -0.890 -1.60 0.36 -0.27
C -0.070 -3.574 -1.346 0.34 -2.30 -0.68
H -3.057 -5.201 -1.063 -1.18 -0.13 0.90
H -1.570 -6.025 -1.313 1.72 -2.05 1.11
H -2.376 -5.370 -2.643 0.38 0.57 1.26
H -3.175 -3.210 -0.594 -1.21 0.85 0.34
H -2.102 1.358 0.295 0.50 0.22 0.12
H -1.717 1.030 -1.386 0.14 -0.29 -0.12
H -3.642 2.725 -0.532 -0.22 0.59 0.39
H -3.710 1.888 -2.056 0.11 0.39 -0.82
H -5.344 1.199 0.286 0.05 0.35 0.77
H -5.742 0.960 -1.314 0.25 -0.07 -0.56
H 0.075 2.260 1.068 0.37 0.14 -0.27
H 0.901 4.131 2.415 -0.11 0.16 -0.29
H 4.279 4.619 3.211 -0.72 0.68 -0.09
H 3.965 0.805 0.820 1.08 -0.48 -0.31
H 4.422 -1.227 -0.899 -0.46 -0.22 -0.10
H 0.581 -4.405 -1.659 0.00 0.68 -0.04
```
Forces are in eV/Å.

- 2S+1 = 1
- energy above the lowest of the compared OMol25 structures with the same formula, charge and spin (kcal per mole) = 53.2
- calculated total energy (hartree) = -1975.6076
- lowest unoccupied orbital energy (eV) = -0.23
- HOMO (eV) = -8.394

Atomic charges from the Löwdin analysis, expressed in e, are listed below: atom 1 (C): -0.017, atom 2 (C): -0.218, atom 3 (C): 0.014, atom 4 (C): -0.058, atom 5 (N): -0.136, atom 6 (C): -0.183, atom 7 (C): -0.171, atom 8 (C): -0.233, atom 9 (S): 0.779, atom 10 (O): -0.299, atom 11 (O): -0.351, atom 12 (C): -0.114, atom 13 (O): 0.048, atom 14 (C): -0.031, atom 15 (C): -0.086, atom 16 (C): -0.010, atom 17 (C): 0.017, atom 18 (C): -0.219, atom 19 (O): 0.063, atom 20 (C): -0.035, atom 21 (C): -0.478, atom 22 (F): 0.166, atom 23 (F): 0.074, atom 24 (F): 0.131, atom 25 (C): 0.033, atom 26 (C): -0.096, atom 27 (O): 0.035, atom 28 (C): -0.337, atom 29 (O): 0.119, atom 30 (C): -0.083, atom 31 (C): 0.033, atom 32 (H): 0.057, atom 33 (H): 0.040, atom 34 (H): 0.116, atom 35 (H): 0.089, atom 36 (H): 0.108, atom 37 (H): 0.130, atom 38 (H): 0.117, atom 39 (H): 0.113, atom 40 (H): 0.101, atom 41 (H): 0.117, atom 42 (H): 0.104, atom 43 (H): 0.114, atom 44 (H): 0.091, atom 45 (H): 0.099, atom 46 (H): 0.110, atom 47 (H): 0.137


Entry from the OMol25 dataset: a molecular structure, C58H39F12N5O5SW (wB97M-V/def2-TZVPD).

Structure (XYZ):
```
121
Properties=species:S:1:pos:R:3:forces:R:3
W 0.684 0.034 0.320 1.66 1.47 0.22
C 7.860 2.112 0.283 0.00 0.35 -0.29
O 7.779 1.436 1.526 -0.16 -0.49 0.37
C 6.759 0.545 1.699 -0.17 -0.02 0.03
C 6.452 -0.455 0.777 0.46 0.18 0.04
C 5.342 -1.245 0.947 -0.31 -0.05 0.27
C 4.453 -1.036 2.021 0.93 -0.26 0.26
C 4.864 -0.128 3.017 -0.03 -0.17 -0.15
C 5.999 0.631 2.869 0.27 0.05 0.01
C 3.086 -1.469 1.937 -1.42 -0.17 -0.03
C 2.557 -2.244 0.871 -0.44 0.49 0.23
C 3.107 -3.424 0.315 -0.05 -0.01 -0.39
C 2.221 -3.886 -0.619 0.27 0.00 0.28
C 1.140 -2.971 -0.671 -0.18 0.63 0.68
N 1.329 -1.964 0.276 0.26 -0.99 -0.48
C 0.039 -3.042 -1.517 -0.33 0.68 0.01
C -0.919 -2.022 -1.586 1.09 -0.01 0.64
C -2.016 -1.994 -2.477 -0.61 0.69 -0.24
C -2.574 -0.746 -2.395 0.21 -0.79 -0.36
C -1.842 -0.022 -1.428 0.39 0.59 0.93
C -2.172 1.281 -1.003 -0.01 -0.71 0.11
C -3.238 2.034 -1.711 -0.18 -0.02 0.07
C -4.552 1.900 -1.277 0.21 0.03 -0.12
C -5.580 2.621 -1.853 -0.34 0.14 -0.12
C -5.312 3.503 -2.894 0.20 -0.05 0.01
O -6.248 4.262 -3.524 0.37 -0.03 -0.06
C -7.572 4.214 -3.046 -0.21 0.00 0.06
C -3.995 3.640 -3.337 -0.26 0.09 -0.09
C -2.976 2.919 -2.750 -0.06 0.00 0.04
C -1.818 1.718 0.267 0.30 -0.67 0.26
N -1.021 0.939 1.088 -0.98 0.62 -0.01
C -1.424 1.237 2.373 0.43 -0.58 -0.39
C -1.054 0.519 3.513 0.57 -0.09 -0.47
C -2.141 0.398 4.502 -0.20 0.00 0.12
C -2.160 0.809 5.830 -0.02 -0.01 -0.03
C -3.330 0.747 6.562 -0.26 -0.05 0.12
C -4.511 0.264 5.996 0.14 0.01 -0.06
O -5.633 0.304 6.765 0.41 0.08 0.13
C -6.857 -0.042 6.158 -0.19 -0.06 -0.09
C -4.479 -0.219 4.693 -0.32 -0.05 0.15
C -3.312 -0.142 3.967 0.20 0.06 0.13
C 0.150 -0.198 3.546 -0.41 0.37 -0.91
C 0.841 -0.659 4.679 0.59 -0.44 0.02
C 2.073 -1.108 4.246 -0.34 0.45 0.62
C 2.091 -0.958 2.851 -0.20 0.06 -1.07
N 0.920 -0.410 2.403 0.39 -0.28 0.38
C -2.361 2.306 2.352 -0.24 0.10 -0.52
C -2.562 2.650 1.049 0.10 -0.04 0.48
N -0.822 -0.810 -0.901 -0.58 -0.42 -0.31
C -0.084 -4.173 -2.463 -0.15 -0.15 0.06
C -1.104 -5.104 -2.326 0.27 0.19 0.04
C -1.255 -6.142 -3.229 -0.13 -0.33 -0.23
C -0.391 -6.252 -4.311 0.10 0.16 0.04
O -0.463 -7.206 -5.279 0.24 0.23 0.03
C -1.515 -8.140 -5.242 -0.18 -0.15 0.01
C 0.642 -5.322 -4.449 -0.08 -0.24 -0.08
C 0.796 -4.302 -3.536 -0.10 -0.06 0.02
H 7.445 1.539 -0.546 0.01 -0.08 0.05
H 8.910 2.327 0.085 -0.08 -0.08 0.06
H 7.313 3.059 0.354 0.02 -0.09 -0.02
H 7.073 -0.591 -0.095 0.04 0.00 -0.09
H 5.101 -1.976 0.193 -0.01 0.08 -0.15
H 4.242 0.026 3.886 -0.03 0.15 -0.03
H 6.276 1.352 3.623 0.02 0.12 0.01
H 4.024 -3.886 0.632 0.12 -0.06 0.02
H 2.300 -4.774 -1.216 0.00 -0.19 -0.04
H -2.336 -2.816 -3.087 -0.02 -0.09 -0.14
H -3.419 -0.358 -2.930 -0.18 0.03 -0.11
H -4.772 1.229 -0.461 0.00 -0.11 0.11
H -6.585 2.495 -1.480 -0.08 -0.01 0.02
H -8.133 4.911 -3.665 -0.02 -0.07 0.06
H -7.632 4.532 -1.999 0.01 -0.03 -0.06
H -8.000 3.210 -3.146 0.01 0.07 0.01
H -3.792 4.330 -4.140 0.02 0.10 -0.09
H -1.963 3.075 -3.089 0.12 0.01 -0.04
H -1.273 1.224 6.284 0.13 0.08 0.04
H -3.367 1.092 7.584 0.04 0.08 0.12
H -7.628 0.166 6.899 0.04 -0.04 -0.07
H -6.888 -1.103 5.890 -0.01 0.05 0.02
H -7.042 0.561 5.263 0.00 -0.03 0.05
H -5.353 -0.647 4.229 -0.13 -0.02 -0.02
H -3.295 -0.509 2.952 -0.04 0.00 -0.11
H 0.487 -0.607 5.689 -0.14 -0.11 0.21
H 2.864 -1.518 4.845 0.12 -0.08 0.09
H -2.789 2.749 3.229 -0.16 0.10 0.18
H -3.197 3.415 0.653 -0.18 0.21 -0.06
H -1.789 -5.020 -1.496 -0.07 0.00 0.11
H -2.044 -6.859 -3.071 -0.10 -0.09 -0.05
H -1.417 -8.729 -6.153 -0.03 0.01 0.10
H -2.493 -7.650 -5.238 0.04 0.02 0.01
H -1.440 -8.803 -4.374 0.01 0.05 -0.01
H 1.313 -5.424 -5.286 0.10 0.00 -0.14
H 1.593 -3.583 -3.661 0.09 0.09 -0.01
F 4.687 -1.082 -3.032 0.00 -0.24 -0.01
C 4.453 0.173 -3.454 0.13 -0.20 -0.14
F 5.274 0.966 -2.755 0.01 0.31 0.21
F 4.890 0.224 -4.726 -0.12 0.05 -0.32
C 3.003 0.541 -3.345 -0.23 0.09 -0.62
C 2.232 0.785 -4.469 0.21 0.03 0.73
C 0.889 1.094 -4.281 -0.03 0.11 -0.09
C 0.368 1.126 -3.007 0.28 -0.12 0.49
N 1.072 0.815 -1.899 0.47 -0.12 -0.97
C 2.395 0.533 -2.080 -0.34 0.00 0.66
S 3.201 0.121 -0.642 -0.63 -0.20 -0.16
H 2.662 0.748 -5.456 0.10 -0.01 -0.14
H 0.253 1.318 -5.119 -0.11 0.05 -0.11
H -0.663 1.399 -2.859 0.05 -0.05 -0.02
F 0.965 3.500 -1.174 -0.04 0.28 0.03
C 2.051 3.811 -0.450 -0.28 -0.26 -0.38
F 2.130 5.138 -0.389 0.02 0.41 0.24
F 3.106 3.386 -1.140 0.29 -0.12 -0.01
C 1.934 3.122 0.937 -0.12 -0.38 -0.17
O 1.437 1.880 0.777 -0.26 -0.20 0.17
C 0.971 3.960 1.837 -0.13 -0.11 0.09
F 1.528 5.042 2.380 0.22 0.23 0.03
F -0.094 4.376 1.149 -0.21 0.00 -0.22
F 0.536 3.197 2.837 -0.07 -0.06 0.23
C 3.312 3.067 1.655 0.15 -0.03 -0.22
F 3.896 4.264 1.745 0.07 0.42 -0.03
F 4.171 2.274 1.033 0.08 -0.15 -0.09
F 3.151 2.598 2.893 -0.08 -0.12 0.36
```
Forces are in eV/Å.

- 2S+1 = 1
- energy above the lowest of the compared OMol25 structures with the same formula, charge and spin (kcal per mole) = 0.0
- calculated total energy (hartree) = -4547.3258
- lowest unoccupied orbital energy (alpha / beta) (eV) = -1.64 / -1.65
- HOMO (alpha / beta) (eV) = -6.682 / -6.599

Here are the Löwdin charges for atoms 1 to 99, given in e: atom 1 (W): 1.644, atom 2 (C): -0.057, atom 3 (O): -0.079, atom 4 (C): -0.268, atom 5 (C): -0.005, atom 6 (C): -0.064, atom 7 (C): -0.186, atom 8 (C): -0.008, atom 9 (C): 0.007, atom 10 (C): -0.072, atom 11 (C): -0.306, atom 12 (C): -0.003, atom 13 (C): 0.019, atom 14 (C): -0.208, atom 15 (N): -0.070, atom 16 (C): -0.061, atom 17 (C): -0.202, atom 18 (C): 0.019, atom 19 (C): 0.016, atom 20 (C): -0.256, atom 21 (C): -0.085, atom 22 (C): -0.212, atom 23 (C): -0.029, atom 24 (C): -0.009, atom 25 (C): -0.275, atom 26 (O): -0.080, atom 27 (C): -0.090, atom 28 (C): 0.012, atom 29 (C): -0.007, atom 30 (C): -0.209, atom 31 (N): -0.027, atom 32 (C): -0.244, atom 33 (C): -0.051, atom 34 (C): -0.187, atom 35 (C): -0.013, atom 36 (C): 0.006, atom 37 (C): -0.274, atom 38 (O): -0.079, atom 39 (C): -0.089, atom 40 (C): -0.007, atom 41 (C): -0.016, atom 42 (C): -0.195, atom 43 (C): 0.016, atom 44 (C): -0.007, atom 45 (C): -0.240, atom 46 (N): -0.003, atom 47 (C): 0.011, atom 48 (C): 0.018, atom 49 (N): -0.032, atom 50 (C): -0.214, atom 51 (C): -0.027, atom 52 (C): -0.012, atom 53 (C): -0.275, atom 54 (O): -0.083, atom 55 (C): -0.089, atom 56 (C): 0.010, atom 57 (C): -0.017, atom 58 (H): 0.079, atom 59 (H): 0.092, atom 60 (H): 0.096, atom 61 (H): 0.123, atom 62 (H): 0.094, atom 63 (H): 0.106, atom 64 (H): 0.126, atom 65 (H): 0.119, atom 66 (H): 0.114, atom 67 (H): 0.112, atom 68 (H): 0.116, atom 69 (H): 0.129, atom 70 (H): 0.103, atom 71 (H): 0.093, atom 72 (H): 0.097, atom 73 (H): 0.095, atom 74 (H): 0.120, atom 75 (H): 0.111, atom 76 (H): 0.118, atom 77 (H): 0.118, atom 78 (H): 0.093, atom 79 (H): 0.095, atom 80 (H): 0.096, atom 81 (H): 0.104, atom 82 (H): 0.130, atom 83 (H): 0.107, atom 84 (H): 0.115, atom 85 (H): 0.126, atom 86 (H): 0.120, atom 87 (H): 0.125, atom 88 (H): 0.103, atom 89 (H): 0.093, atom 90 (H): 0.094, atom 91 (H): 0.096, atom 92 (H): 0.119, atom 93 (H): 0.126, atom 94 (F): 0.119, atom 95 (C): -0.616, atom 96 (F): 0.130, atom 97 (F): 0.128, atom 98 (C): -0.122, atom 99 (C): 0.013